<i>
{"formula": "C4H12NO2", "method": "ωB97M-V/def2-TZVPD", "species": ["C", "C", "C", "N", "C", "H", "H", "H", "H", "H", "H", "H", "H", "H", "H", "O", "H", "H", "O"], "coordinates": [[-0.069, 1.388, 2.315], [0.589, 0.221, 1.577], [1.083, 0.361, 0.352], [1.628, -0.647, -0.517], [1.817, -1.979, -0.395], [-0.719, 2.215, 1.823], [-0.350, 0.968, 3.140], [0.881, 2.043, 2.432], [0.578, -0.793, 1.988], [1.029, 1.245, -0.352], [2.101, -0.101, -1.358], [2.244, -2.440, -1.266], [1.303, -2.649, 0.394], [-0.679, 0.332, -2.409], [0.109, -0.313, -3.640], [0.189, 0.043, -2.740], [-3.883, -0.524, 0.011], [-4.176, 0.293, -1.095], [-3.677, 0.336, -0.259]], "charge": 1, "lumo_energy_ev": -5.30, "homo_lumo_gap_ev": 8.52, "homo_ha": -0.5076}


<ii>
{"formula": "C4H12NO2", "method": "ωB97M-V/def2-TZVPD", "species": ["O", "C", "C", "N", "C", "C", "H", "H", "H", "H", "H", "H", "H", "H", "H", "H", "H", "H", "O"], "coordinates": [[0.193, -1.442, -2.701], [1.126, -1.338, -1.965], [0.960, -0.561, -0.633], [-0.506, -0.347, -0.509], [-1.330, -0.963, 0.562], [1.757, 0.710, -0.699], [2.201, -1.649, -2.335], [1.195, -1.119, 0.223], [-0.566, 0.673, -0.454], [-1.099, -0.576, -1.336], [-1.445, -2.066, 0.565], [-2.313, -0.576, 0.295], [-0.628, -0.644, 1.365], [1.452, 1.430, -1.462], [2.766, 0.373, -0.659], [1.603, 1.308, 0.285], [-2.133, 2.114, 2.421], [-1.774, 2.580, 3.915], [-1.459, 2.092, 3.122]], "charge": 1, "lumo_energy_ev": -3.36, "homo_lumo_gap_ev": 11.25, "homo_ha": -0.5369}


<iii>
{"formula": "C4H12NO2", "method": "ωB97M-V/def2-TZVPD", "species": ["C", "C", "C", "C", "N", "H", "H", "H", "H", "H", "H", "H", "H", "H", "H", "O", "H", "H", "O"], "coordinates": [[-1.197, -1.188, -1.089], [0.242, -0.884, -0.871], [1.264, -1.669, -1.207], [-0.252, 1.162, 0.297], [0.525, 0.171, 0.090], [-1.740, -0.556, -1.808], [-1.478, -2.188, -1.375], [-1.774, -0.952, -0.188], [2.099, -1.808, -0.524], [1.318, -2.271, -2.103], [0.231, 2.084, 0.605], [-1.320, 1.111, 0.309], [1.550, 0.207, 0.267], [-3.333, 1.138, 1.913], [-3.868, 2.509, 1.500], [-3.049, 2.026, 1.667], [3.840, 1.007, 0.422], [3.697, -0.207, 1.389], [3.246, 0.305, 0.706]], "charge": 1, "lumo_energy_ev": -4.69, "homo_lumo_gap_ev": 9.04, "homo_ha": -0.5045}


<iv>
{"formula": "C4H12NO2", "method": "ωB97M-V/def2-TZVPD", "species": ["C", "C", "C", "C", "O", "N", "H", "H", "H", "H", "H", "H", "H", "H", "H", "H", "H", "H", "O"], "coordinates": [[0.265, 0.277, -0.479], [1.492, 0.955, 0.495], [1.758, 0.393, 1.979], [1.773, -1.083, 1.876], [2.099, -1.710, 0.902], [0.671, -0.956, -0.976], [-0.606, 0.368, 0.154], [0.199, 1.128, -1.178], [2.502, 1.186, -0.023], [1.076, 1.961, 0.477], [2.665, 0.808, 2.383], [0.906, 0.638, 2.482], [1.571, -1.788, 2.739], [1.679, -0.993, -1.157], [0.264, -1.449, -1.831], [0.737, -1.787, -0.275], [-6.301, 0.583, -3.343], [-6.564, 0.416, -1.748], [-6.188, 1.052, -2.477]], "charge": 1, "lumo_energy_ev": -3.31, "homo_lumo_gap_ev": 10.09, "homo_ha": -0.4922}


Top of the stability list: <iii>, leading by 4.6 kcal/mol.


<i>
{"formula": "C3H6O2", "method": "ωB97M-V/def2-TZVPD", "species": ["O", "C", "C", "C", "O", "H", "H", "H", "H", "H", "H"], "coordinates": [[-0.268, -0.564, -1.612], [0.079, 0.627, -0.931], [-0.334, 0.429, 0.518], [0.463, -0.698, 1.039], [0.101, -1.164, 2.226], [0.113, -0.531, -2.497], [-0.438, 1.495, -1.361], [1.164, 0.810, -0.971], [-1.394, 0.156, 0.583], [-0.174, 1.329, 1.126], [0.689, -1.890, 1.879]], "lumo_energy_ev": 1.00, "homo_lumo_gap_ev": 9.36, "homo_ha": -0.3072}


<ii>
{"formula": "C3H6O2", "method": "ωB97M-V/def2-TZVPD", "species": ["C", "C", "O", "C", "O", "H", "H", "H", "H", "H", "H"], "coordinates": [[-1.180, -0.746, -0.716], [0.004, -0.334, -1.162], [1.073, 0.114, -0.442], [0.921, 0.247, 0.953], [-0.143, 1.076, 1.303], [-1.444, -0.768, 0.334], [-1.930, -1.043, -1.439], [0.245, -0.285, -2.220], [0.729, -0.722, 1.434], [1.885, 0.652, 1.284], [-0.158, 1.809, 0.672]], "lumo_energy_ev": 0.94, "smiles": "C=COCO", "homo_lumo_gap_ev": 10.16, "homo_ha": -0.3387}


Top of the stability list: <ii>, leading by 56.5 kcal/mol.


<i>
{"formula": "C3H6O2", "method": "ωB97M-V/def2-TZVPD", "species": ["O", "C", "C", "C", "O", "H", "H", "H", "H", "H", "H"], "coordinates": [[-1.421, 1.156, -1.076], [-0.924, 0.598, 0.142], [0.365, -0.104, -0.220], [1.372, -0.728, 0.651], [0.463, -1.517, -0.102], [-1.682, 0.428, -1.658], [-0.748, 1.453, 0.803], [-1.656, -0.076, 0.604], [0.572, 0.346, -1.205], [1.246, -0.777, 1.736], [2.413, -0.779, 0.324]], "lumo_energy_ev": 1.05, "smiles": "OC[C@H]1CO1", "homo_lumo_gap_ev": 11.42, "homo_ha": -0.3809}


<ii>
{"formula": "C3H6O2", "method": "ωB97M-V/def2-TZVPD", "species": ["O", "C", "C", "O", "C", "H", "H", "H", "H", "H", "H"], "coordinates": [[0.671, 1.507, 0.664], [0.491, 0.159, 0.405], [-0.730, -0.700, 0.798], [-0.755, -1.291, -0.536], [0.003, -0.179, -0.977], [0.610, 1.761, -0.381], [1.414, -0.391, 0.643], [-0.565, -1.453, 1.569], [-1.634, -0.109, 0.988], [1.113, 0.197, -1.651], [-0.623, 0.524, -1.548]], "lumo_energy_ev": 0.56, "homo_lumo_gap_ev": 10.43, "homo_ha": -0.3627}


Top of the stability list: <i>, leading by 47.1 kcal/mol.


<i>
{"formula": "C3H6O2", "method": "ωB97M-V/def2-TZVPD", "species": ["O", "C", "C", "C", "O", "H", "H", "H", "H", "H", "H"], "coordinates": [[1.198, 0.903, -1.050], [1.107, -0.317, -0.364], [-0.322, -0.586, 0.097], [-1.081, 0.386, 0.878], [-1.303, 0.241, -0.524], [0.310, 1.076, -1.401], [1.439, -1.161, -0.988], [1.779, -0.267, 0.501], [-0.611, -1.635, 0.160], [-0.607, 1.316, 1.189], [-1.908, 0.045, 1.500]], "lumo_energy_ev": 1.06, "smiles": "OC[C@H]1CO1", "homo_lumo_gap_ev": 11.34, "homo_ha": -0.3776}


<ii>
{"formula": "C3H6O2", "method": "ωB97M-V/def2-TZVPD", "species": ["C", "C", "C", "H", "H", "H", "H", "H", "H", "O", "O"], "coordinates": [[-0.597, 0.036, -0.200], [0.736, -0.657, -0.278], [-0.165, 0.454, 1.193], [-0.188, 0.581, -2.291], [-1.365, -0.711, -0.217], [0.687, -1.824, -0.113], [1.395, -0.501, -1.195], [-0.653, -0.111, 2.030], [-0.311, 1.607, 1.227], [-0.747, 1.121, -1.148], [1.207, 0.004, 0.992]], "lumo_energy_ev": -0.07, "homo_lumo_gap_ev": 9.93, "homo_ha": -0.3672}


<iii>
{"formula": "C3H6O2", "method": "ωB97M-V/def2-TZVPD", "species": ["C", "O", "C", "C", "O", "H", "H", "H", "H", "H", "H"], "coordinates": [[1.949, -0.107, 0.022], [0.611, -0.690, -0.012], [-0.531, 0.193, -0.050], [-1.751, -0.608, 0.012], [-0.451, 1.361, 0.004], [2.134, 0.257, 1.072], [2.731, -0.906, -0.267], [2.124, 0.745, -0.724], [-2.544, 0.096, -0.407], [-1.661, -1.581, -0.644], [-2.061, -0.836, 1.136]], "lumo_energy_ev": 0.92, "smiles": "COC(C)=O", "homo_lumo_gap_ev": 11.54, "homo_ha": -0.3902}


<iv>
{"formula": "C3H6O2", "method": "ωB97M-V/def2-TZVPD", "species": ["O", "C", "C", "C", "O", "H", "H", "H", "H", "H", "H"], "coordinates": [[-1.668, -0.278, -0.463], [-0.793, 1.023, 0.088], [0.636, 0.526, 0.082], [1.002, -0.866, 0.397], [0.909, -0.413, -0.959], [-0.985, -0.649, -1.061], [-1.633, 0.897, -0.856], [-1.128, 1.166, 1.127], [1.412, 1.283, 0.228], [0.231, -1.569, 0.710], [2.016, -1.119, 0.709]], "lumo_energy_ev": 0.95, "homo_lumo_gap_ev": 9.81, "homo_ha": -0.3258}


Top of the stability list: <iii>, leading by 22.6 kcal/mol.


<i>
{"formula": "C2H6N2S", "method": "ωB97M-V/def2-TZVPD", "species": ["H", "N", "C", "N", "S", "C", "H", "H", "H", "H", "H"], "coordinates": [[3.153, 0.465, -0.187], [2.212, 0.844, -0.270], [1.441, 0.185, 0.465], [0.111, 0.699, 0.615], [-1.327, -0.238, 0.351], [-0.964, -0.968, -1.200], [1.532, -0.746, 0.971], [0.092, 1.572, 0.038], [-0.994, -0.299, -2.073], [0.024, -1.479, -1.196], [-1.691, -1.822, -1.178]], "lumo_energy_ev": 0.96, "smiles": "[H]/N=C/NSC", "homo_lumo_gap_ev": 10.00, "homo_ha": -0.3321}


<ii>
{"formula": "C2H6N2S", "method": "ωB97M-V/def2-TZVPD", "species": ["H", "N", "C", "N", "S", "C", "H", "H", "H", "H", "H"], "coordinates": [[-3.566, -0.295, 0.418], [-2.739, -0.148, -0.268], [-1.638, -0.448, 0.199], [-0.376, -0.149, -0.418], [1.046, -1.167, -0.163], [2.085, 0.424, 0.053], [-1.501, -0.729, 1.329], [-0.460, 0.255, -1.486], [2.135, 0.947, -0.853], [1.889, 1.019, 0.989], [3.127, 0.292, 0.200]], "lumo_energy_ev": 0.82, "smiles": "[H]/N=C/NSC", "homo_lumo_gap_ev": 9.68, "homo_ha": -0.3259}


Top of the stability list: <i>, leading by 21.1 kcal/mol.


<i>
{"formula": "C2H6N2S", "method": "ωB97M-V/def2-TZVPD", "species": ["C", "C", "H", "H", "H", "H", "H", "H", "N", "N", "S"], "coordinates": [[-1.291, -1.931, 0.238], [-0.391, 0.325, -0.717], [-2.103, -1.358, 0.987], [-1.494, -2.315, -1.054], [-0.845, -2.986, 1.070], [1.484, -0.427, 0.956], [0.353, 0.730, 1.324], [-1.485, 0.472, -1.382], [-0.291, -0.768, 0.050], [0.508, -0.548, 1.221], [0.791, 1.546, -0.495]], "lumo_energy_ev": 0.39, "homo_lumo_gap_ev": 8.80, "homo_ha": -0.3090}


<ii>
{"formula": "C2H6N2S", "method": "ωB97M-V/def2-TZVPD", "species": ["H", "N", "C", "N", "C", "S", "H", "H", "H", "H", "H"], "coordinates": [[1.469, -1.597, -0.439], [1.773, -0.584, -0.275], [0.732, 0.051, 0.076], [0.618, 1.410, -0.005], [-0.632, -0.734, 0.324], [-2.112, 0.155, -0.121], [0.086, 1.890, 0.709], [1.486, 1.836, -0.245], [-0.843, -0.720, 1.378], [-0.550, -1.747, 0.018], [-2.027, 0.041, -1.420]], "lumo_energy_ev": 0.84, "smiles": "[H]/N=C(/N)CS", "homo_lumo_gap_ev": 10.02, "homo_ha": -0.3376}


Top of the stability list: <ii>, leading by 120.8 kcal/mol.